DFT (wB97M-V/def2-TZVPD) results for a 11-piece molecular cluster, C11H44O11 overall.

Structure (XYZ):
```
66
Properties=species:S:1:pos:R:3
C 34.27 1.54 16.19
O 34.70 1.56 17.57
H 33.17 1.52 16.21
H 34.59 2.45 15.70
H 34.65 0.63 15.74
H 34.24 0.86 18.04
C 41.41 1.41 15.30
O 40.53 0.30 15.40
H 42.45 1.12 15.49
H 41.34 1.87 14.31
H 41.19 2.17 16.06
H 40.50 -0.11 14.52
C 37.57 3.82 15.74
O 37.77 3.49 14.37
H 36.92 3.08 16.21
H 38.54 3.84 16.22
H 37.12 4.81 15.85
H 37.17 2.77 14.10
C 39.33 -0.01 9.56
O 39.69 1.04 8.67
H 39.77 0.13 10.55
H 38.25 0.01 9.68
H 39.61 -1.01 9.21
H 40.62 0.95 8.46
C 34.89 2.16 10.04
O 34.39 1.29 9.03
H 34.15 2.29 10.83
H 35.80 1.73 10.47
H 35.14 3.14 9.63
H 34.90 1.42 8.23
C 37.49 0.23 13.27
O 36.47 1.16 13.63
H 37.48 0.06 12.19
H 38.46 0.63 13.53
H 37.26 -0.73 13.75
H 35.60 0.80 13.41
C 41.94 -0.90 12.25
O 40.68 -1.01 12.89
H 42.58 -0.21 12.79
H 42.48 -1.86 12.26
H 41.86 -0.59 11.20
H 40.24 -1.78 12.50
C 33.98 -0.72 11.57
O 34.04 -0.12 12.86
H 33.27 -0.18 10.94
H 34.93 -0.65 11.05
H 33.70 -1.77 11.64
H 33.28 -0.35 13.40
C 35.90 -2.33 16.27
O 35.12 -3.48 15.95
H 36.06 -1.77 15.35
H 35.40 -1.67 16.98
H 36.85 -2.65 16.69
H 34.96 -4.00 16.75
C 38.71 3.41 10.99
O 38.27 3.37 9.64
H 39.76 3.09 11.06
H 38.66 4.44 11.34
H 38.10 2.78 11.65
H 38.72 2.65 9.18
C 37.82 0.50 17.30
O 38.91 -0.37 17.58
H 37.33 0.24 16.35
H 37.10 0.38 18.10
H 38.15 1.54 17.28
H 39.60 -0.19 16.91
```

Computed properties:
- maximum force (Eh/bohr) = 0.03153
- HOMO (eV) = -9.274
- Kohn-Sham gap (eV) = 9.4
- relative energy (zero: lowest compared OMol25 entry of this formula, charge and spin) (kcal/mol) = 41.1
- DFT total energy (eV) = -34638.6168
- LUMO energy (eV) = 0.167